[1]
{
  "formula": "C10H19F3NO6P",
  "method": "ωB97M-V/def2-TZVPD",
  "gap_ev": 10.16,
  "e_tot_ev": -41897.4798,
  "homo_energy_ev": -9.76,
  "total_charge": 0,
  "smiles": "COCCCO[P@](=O)(O)OCOC(F)(F)F.CCCC#N",
  "symbols": ["C", "O", "O", "H", "H", "F", "H", "C", "H", "H", "H", "N", "H", "O", "C", "H", "H", "H", "H", "C", "C", "H", "C", "F", "C", "H", "H", "C", "O", "H", "H", "O", "H", "H", "F", "O", "H", "C", "P", "C"],
  "positions_angstrom": [[1.14252, 2.70377, 1.10003], [2.35452, -1.76524, -0.08274], [-3.65502, -2.50591, -1.18240], [-5.40792, -1.62995, -0.50844], [0.20193, 2.94378, 0.60072], [-3.09051, -4.54226, -0.71417], [4.40562, -1.66757, -0.40176], [-4.01986, -3.61860, -0.52365], [0.89038, 4.20122, 2.60216], [2.55745, -0.50859, -1.70569], [0.00514, -2.18571, -1.38996], [2.84583, 1.92511, -0.71894], [3.85094, -2.44737, 1.09533], [-2.46779, 0.53950, -2.13509], [3.64224, -2.32398, 0.03342], [3.28646, 4.45757, 3.22221], [0.02283, 0.76720, -0.86531], [0.94964, 1.85852, 1.76475], [-4.65050, -0.93295, -1.99031], [-0.00418, -0.25586, -0.47961], [0.52065, -1.23167, -1.52268], [2.82243, 2.75939, 3.33406], [2.09606, 2.26537, 0.07915], [-5.19438, -4.09347, -0.96286], [2.95884, 3.59419, 2.64371], [-3.36387, 1.72986, 0.66318], [0.58885, -0.29863, 0.43066], [2.02528, -1.42463, -1.41797], [-3.83240, -0.43673, -0.16400], [3.69427, -3.30372, -0.45741], [1.82013, 4.74296, 1.21709], [-2.51784, 1.60949, 0.21502], [0.27242, -0.86158, -2.52018], [2.33937, -2.22587, -2.09880], [-4.16389, -3.41133, 0.79222], [-1.36530, -0.59171, -0.09557], [3.76033, 3.33083, 1.95217], [-4.47764, -1.36639, -1.00817], [-2.51108, 0.29819, -0.69716], [1.66806, 3.90277, 1.89702]],
  "forces_ev_per_angstrom": [[0.01, 0.05, 0.01], [-0.08, -0.12, -0.01], [0.04, 0.06, -0.29], [0.01, 0.01, -0.09], [-0.01, -0.01, 0.02], [-0.02, 0.02, 0.00], [-0.03, -0.02, 0.01], [0.08, 0.03, 0.12], [-0.02, -0.01, -0.02], [0.00, -0.05, 0.02], [0.08, 0.01, 0.09], [0.13, -0.04, -0.13], [-0.02, -0.01, -0.04], [0.03, 0.01, -0.06], [0.05, 0.08, 0.02], [0.00, -0.01, 0.00], [0.01, -0.06, 0.03], [0.00, 0.00, -0.01], [0.11, -0.04, -0.01], [0.18, 0.08, -0.09], [-0.08, 0.05, 0.03], [0.00, 0.00, 0.00], [-0.12, 0.02, 0.13], [-0.15, -0.11, -0.08], [-0.01, 0.01, -0.01], [0.08, 0.08, 0.00], [-0.08, -0.11, 0.02], [0.00, 0.08, -0.05], [-0.04, -0.05, -0.04], [0.01, 0.04, -0.01], [-0.01, 0.00, 0.00], [-0.14, -0.09, -0.01], [-0.01, -0.10, 0.01], [-0.03, 0.01, 0.00], [0.03, 0.00, 0.12], [0.06, 0.14, -0.11], [0.00, -0.01, 0.00], [-0.06, 0.07, 0.23], [-0.07, -0.05, 0.17], [0.02, 0.01, 0.03]]
}

[2]
{
  "formula": "C26H48N4O5",
  "method": "ωB97M-V/def2-TZVPD",
  "gap_ev": 8.70,
  "e_tot_ev": -43935.4072,
  "homo_energy_ev": -8.17,
  "total_charge": 0,
  "de_lowest_kj_mol": 0.00,
  "smiles": "c1cc[nH]c1.c1cc[nH]c1.CN(C)C=O.CN(C)C=O.C1CCOC1.C1CCOC1.C1CCOC1",
  "symbols": ["C", "C", "H", "H", "H", "H", "C", "H", "H", "C", "H", "C", "H", "C", "C", "H", "H", "H", "N", "H", "O", "C", "O", "H", "C", "H", "H", "H", "H", "C", "H", "H", "H", "H", "H", "C", "O", "C", "H", "H", "N", "H", "H", "H", "C", "C", "C", "H", "H", "H", "H", "H", "C", "H", "O", "H", "N", "H", "H", "H", "H", "C", "H", "H", "C", "C", "H", "N", "C", "C", "H", "H", "C", "C", "C", "O", "H", "C", "H", "H", "C", "H", "H"],
  "positions_angstrom": [[1.91168, -0.66880, 2.20091], [-1.07822, -2.28502, -0.55095], [-1.70984, 0.21284, 3.98359], [0.39324, -0.40621, -2.84682], [-6.77470, -4.59952, -0.14700], [-1.88027, 0.28960, 0.11868], [2.78731, 1.50044, 1.49790], [3.69028, 1.10568, 0.97614], [-2.02698, -2.05157, -0.03726], [2.50014, 0.96322, 3.84748], [2.93069, 1.93200, 4.00203], [-5.87683, -4.02122, 0.00222], [0.27254, 5.96306, 0.55676], [-4.73529, -1.84892, -0.13896], [2.26005, 4.98865, 0.26356], [-3.74408, -1.98550, -0.52527], [-5.48155, -3.97063, 2.24871], [-4.31157, 1.50891, 0.75441], [2.37732, 0.63105, 2.57246], [-2.30658, 3.24950, 1.15736], [-4.64937, -2.48849, 1.20631], [2.64870, 2.47381, -3.11770], [-0.51328, 1.25814, -0.99753], [-0.16118, 4.04168, -3.62742], [0.57398, -1.10825, -1.98225], [2.96914, 2.45472, 1.97089], [-5.04840, -4.64952, -0.08332], [0.30971, -5.76045, 1.28282], [0.76291, 2.29329, -2.08776], [-5.75487, -3.31619, 1.39815], [1.46286, -7.62841, 0.41617], [3.87970, 3.12883, -4.76918], [3.17516, -4.06356, 1.15927], [3.27583, 1.86102, -2.51347], [1.02814, -0.50162, 1.60086], [0.97703, 5.69818, -0.23279], [2.15344, 0.26377, 4.77400], [2.96579, 3.10868, -4.26506], [3.98224, 6.36783, 0.10428], [1.84847, -6.88170, -1.19861], [-0.49303, -1.02627, -0.98825], [-0.45600, -2.80336, 0.20123], [3.89350, -6.52071, -0.01632], [2.63559, -1.15888, 1.56496], [1.72767, -6.73320, -0.13124], [3.38780, 5.70508, -0.52572], [-3.46823, 1.38137, 1.44179], [1.95046, 1.59136, 0.75326], [0.46992, 5.06628, -0.94880], [1.71415, 4.40290, -5.52147], [-5.57902, -2.86828, -1.95793], [3.03779, -6.34205, 1.56043], [-5.76288, -2.69841, -0.91344], [-5.05053, -0.83958, 0.15616], [1.44591, 6.94698, -0.74970], [3.16513, 7.48029, -1.73870], [1.32704, 2.75409, -2.79142], [0.59629, -2.14190, -2.22539], [-0.85193, 2.39758, 2.92062], [1.74545, -1.23198, 3.13423], [-0.15836, -5.59505, -0.35227], [2.81488, -4.63291, 0.29917], [-6.71169, -2.85319, 1.68729], [2.23497, 6.16856, -2.49825], [-2.43832, 2.27735, 1.56844], [-3.31390, 0.37989, 2.41773], [2.26495, 3.89674, 0.13418], [-1.64201, 1.86710, 2.59069], [1.79141, 3.82388, -4.62821], [0.69702, -5.61545, 0.29515], [-4.04312, -0.41699, 2.52434], [1.55810, -0.85973, -1.63688], [-0.98456, 0.20409, -0.63292], [0.78980, 3.59327, -3.74167], [-2.17118, 0.71064, 3.15433], [1.42748, -4.40885, 0.15819], [-1.20087, -2.99824, -1.33459], [2.58778, 6.56586, -1.54914], [3.29611, -4.34043, -0.62725], [-6.73345, -2.17838, -0.87499], [3.00413, -6.14749, 0.50324], [2.38517, 5.21476, 1.35927], [4.02723, 4.92392, -1.01381]],
  "forces_ev_per_angstrom": [[-0.26, -0.14, 0.47], [-0.09, 0.70, 2.08], [0.19, -0.02, 0.11], [-0.08, -0.98, 0.71], [-0.41, 0.02, -0.13], [1.34, -0.99, -1.27], [-0.41, -0.33, -0.45], [-0.51, 0.37, 0.32], [0.46, -0.28, -0.35], [-0.30, -0.39, 0.67], [0.41, 1.04, 0.11], [-0.99, 2.84, 0.58], [0.05, -0.21, 0.05], [-0.83, -1.30, 1.88], [0.13, 0.63, 1.33], [0.23, 0.68, -0.41], [-0.17, 0.00, -0.57], [0.48, -0.16, 0.29], [0.46, -0.10, -1.22], [0.21, 0.29, -0.55], [0.14, 0.97, -0.55], [-0.98, -0.31, 0.78], [0.78, 0.71, -0.65], [-0.77, 0.03, -0.05], [-0.76, 1.20, -0.50], [0.30, 0.46, -0.39], [1.45, -0.97, -0.45], [0.11, -0.14, 0.94], [0.17, -0.11, 0.16], [-0.06, -1.73, -0.43], [-0.06, -0.57, -0.44], [1.17, -0.08, -0.56], [0.20, 0.10, -0.21], [0.04, -0.42, 0.44], [-0.62, -0.50, -0.04], [0.54, 0.44, 0.88], [-0.09, -0.30, 0.68], [-1.66, 0.69, 0.27], [-0.04, -0.16, -0.12], [-0.32, 0.03, -0.08], [-0.22, 0.93, -0.08], [0.02, 0.39, -0.28], [-0.01, 0.10, 0.43], [0.37, -0.29, -0.11], [-0.50, 1.05, 1.98], [-0.34, -1.44, -1.44], [-0.59, 0.75, -0.66], [0.72, 0.02, 0.57], [-0.19, 0.06, -0.66], [-0.13, 0.44, -0.27], [0.55, -0.17, -0.36], [0.14, -0.41, 0.39], [-0.93, -0.55, 1.64], [0.31, 0.01, -1.10], [-0.11, -0.75, -0.79], [-0.32, -0.12, -0.19], [0.36, -0.06, 0.02], [0.18, -0.74, -0.90], [-0.07, -0.28, 0.10], [-0.20, 0.09, -0.68], [-0.44, 0.22, -0.54], [0.21, -0.71, 0.15], [0.26, 0.52, -0.23], [0.29, -0.69, 0.04], [-0.35, 0.04, 0.42], [0.55, 0.26, 0.61], [-0.14, 0.45, -0.11], [-0.38, -0.73, 0.45], [0.29, 0.42, -1.29], [1.38, -0.91, -1.59], [0.58, -0.10, 0.34], [0.51, 0.29, 0.72], [-1.26, -1.03, 1.54], [1.48, -0.65, 0.61], [-0.64, 0.02, -1.06], [-0.76, 0.44, 0.07], [-0.36, -0.19, -0.91], [0.47, 1.25, 1.49], [0.24, 0.42, -0.08], [0.17, -0.29, 0.03], [-0.18, 0.39, -1.02], [-0.09, -0.40, -0.92], [-0.27, 0.90, 0.35]]
}